C32H57N5OPSSi4TeTi | ωB97M-V/def2-TZVPD

Geometry as ORCA input:
```
! wB97M-V def2-TZVPD RIJCOSX def2/J DEFGRID3
* xyz 2 2
Te -0.0649 -0.8094 -1.6327
Ti -1.8083 0.2509 -0.1459
S 1.7986 1.1134 1.1075
P -1.3076 2.5114 1.0489
Si 3.8005 -1.5990 -1.5119
Si 1.1953 -3.8030 -3.5093
Si 1.7013 -2.6866 -1.4939
Si 1.2811 -3.9398 0.4416
O -2.5452 1.5015 -2.7684
N 4.1240 1.8270 2.1449
N -3.6526 -0.8448 -0.6958
N 3.0493 3.4426 0.9381
N -1.9372 -0.8053 1.7818
N -2.8157 1.7585 -1.4444
C -0.5412 2.8847 2.6481
C -0.8181 6.0297 -0.9835
C 0.0529 5.6669 -2.0036
C -1.2278 5.0863 -0.0532
C -0.7593 3.7746 -0.1349
C 2.6939 -5.1470 0.6615
C 0.1740 4.0598 2.8522
C 3.6241 0.0747 -2.3292
C -5.7627 3.7353 1.7076
C -0.6240 -4.2562 -3.5338
C -3.6765 -2.4977 1.1685
C -2.3128 -2.2478 1.7864
C -3.7397 -2.2871 -0.3340
C -4.8891 3.6505 2.7775
C -0.0802 2.2244 4.9243
C 0.1072 3.4116 -1.1658
C -3.0843 2.9633 1.3078
C 4.9510 -2.7140 -2.4823
C 0.7616 4.3114 4.0848
C 0.6360 3.3983 5.1200
C 3.0601 2.1891 1.4172
C -3.6283 2.6934 -1.1547
C 1.1918 -2.7665 1.9144
C -5.3051 3.4349 0.4340
C 0.5123 4.3598 -2.0963
C -0.6592 1.9700 3.6935
C 1.5834 -2.6502 -4.9310
C 2.2514 -5.3475 -3.5610
C -3.5631 3.2817 2.5756
C -0.3150 -4.9119 0.2207
C -3.9905 3.0229 0.2300
C 4.4358 -1.4217 0.2419
H 4.6678 -2.3923 0.6839
H 2.0099 -6.0254 -2.7394
H 1.3450 -3.1304 -5.8831
H 2.1970 -2.5759 2.2953
H -1.9119 5.3750 0.7368
H -0.1809 1.5080 5.7285
H 5.0198 -3.7067 -2.0321
H -0.1301 -5.7633 -0.4383
H 0.3690 6.4042 -2.7297
H -5.9759 3.5176 -0.4130
H 2.5185 -5.7833 1.5326
H -1.5427 -2.7760 1.2279
H 3.1942 -0.0105 -3.3297
H -4.5021 -0.3783 -0.3785
H -4.4414 -1.8918 1.6692
H -0.8844 -4.9268 -2.7132
H 3.6455 -4.6351 0.8116
H -1.1150 -4.3257 -0.2363
H -4.6653 -2.7069 -0.7300
H 1.1821 4.0737 -2.8970
H 0.2865 4.7805 2.0538
H 0.7876 -1.7937 1.6228
H -4.1133 3.2499 -1.9581
H 4.6314 -2.8335 -3.5188
H -2.9003 2.2259 -3.3119
H -2.9049 -2.7885 -0.8257
H -2.5426 -0.3093 2.4358
H -3.6683 -0.7667 -1.7122
H -1.1774 7.0476 -0.9121
H -1.2535 -3.3658 -3.4681
H 0.6009 -3.1837 2.7343
H -3.9444 -3.5358 1.3719
H 3.3163 -5.1156 -3.5072
H 4.6040 0.5502 -2.4240
H 3.6952 -0.9177 0.8653
H 4.1526 0.8971 2.5232
H 0.9970 -1.7308 -4.8662
H -2.8879 3.2746 3.4201
H 3.8192 4.0771 1.0691
H 1.0935 3.5992 6.0793
H 2.9813 0.7239 -1.7299
H -0.9972 -0.7210 2.1741
H -6.7873 4.0469 1.8564
H 5.3563 -0.8310 0.2424
H 5.9581 -2.2895 -2.4934
H -1.2084 1.0467 3.5567
H -5.2261 3.8990 3.7750
H 2.7964 -5.8000 -0.2076
H 1.3161 5.2281 4.2353
H 2.6396 -2.3760 -4.9541
H 0.4679 2.3909 -1.2353
H 2.2922 3.7193 0.3372
H -2.2947 -2.6214 2.8114
H -0.8656 -4.7665 -4.4694
H -0.6726 -5.3101 1.1740
H 4.8991 2.4440 2.3212
H 2.0771 -5.8881 -4.4944
*
```

Total energy: -4617.278761 a.u.
E_HOMO (alpha / beta): -12.3 / -12.3 eV
Energy relative to the best compared isomer or geometry (same formula, charge and spin): 1.208 eV
Kohn-Sham gap (alpha / beta): 6.6 / 6.6 eV
Lowest unoccupied orbital energy (alpha / beta): -5.69 / -5.66 eV

C32H58AsGeN2S4Sc | ωB97M-V/def2-TZVPD

Geometry as ORCA input:
```
! wB97M-V def2-TZVPD RIJCOSX def2/J DEFGRID3
* xyz 4 1
As -2.0730 -0.1464 2.0066
Ge 3.2971 0.5894 3.2493
Sc -0.6684 -0.2757 -0.6694
S -2.5163 1.5411 -1.4967
S -0.9754 -0.4447 -3.5741
S 1.3433 1.2278 -1.9699
S -0.0781 2.0944 0.7656
N 0.8495 -1.9896 -0.9886
N -2.1241 -2.2563 -0.9394
C -3.3167 -2.0000 -1.7855
C 0.8855 1.6447 -3.6790
C 1.8127 -1.8968 0.1348
C -1.8625 1.0923 3.5219
C 5.4416 -0.7289 1.9895
C -4.7299 -1.0251 3.0793
C -2.7660 1.7342 -3.2963
C 6.6943 -0.8480 1.4093
C 3.9974 1.8495 7.0833
C -1.3802 3.2740 0.2901
C 6.9501 1.5530 1.4485
C -2.6589 -2.9776 0.2558
C -1.1393 -1.6332 2.9181
C -2.4458 0.4815 -4.0950
C 2.8239 1.4952 7.7454
C 4.1258 1.5788 5.7367
C 4.9468 0.5417 2.3103
C 0.3866 0.4150 -4.4048
C 1.6366 -2.0722 -2.2531
C 1.4440 2.8816 0.1888
C 1.7642 0.8840 7.0724
C 5.7058 1.6854 2.0456
C 7.4424 0.2916 1.1375
C -2.4617 2.4913 3.4884
C -4.0308 -0.2829 1.9457
C 1.6360 2.8905 -1.3144
C -1.8697 3.1968 -1.1377
C 3.0491 0.9915 5.0400
C -1.2183 -3.2293 -1.6219
C -1.7930 -2.2935 4.1288
C 0.0998 -3.2856 -0.8820
C 1.8644 0.6439 5.7199
H -1.0890 3.4268 -1.8592
H 1.0460 0.1710 5.1883
H 0.0480 0.6734 -5.4088
H -3.2770 -3.8115 -0.0843
H 0.9673 3.5900 -1.8125
H 5.3490 2.6722 2.3173
H -4.5809 -2.1020 3.0188
H 1.2719 -1.8405 1.0855
H 2.2047 -1.1615 -2.4150
H -3.9507 -1.2426 -1.3255
H 4.8795 -1.6306 2.2158
H -0.2012 -1.1442 3.2073
H -4.3246 -0.6697 0.9711
H -0.9919 4.2697 0.5116
H 2.6588 3.1754 -1.5614
H 2.3414 -2.9037 -2.1784
H 2.7357 1.6876 8.8070
H -2.6884 3.9035 -1.2817
H 0.1274 2.4267 -3.6421
H 1.1765 -0.3258 -4.5222
H -3.4721 2.5153 3.0778
H 4.8086 2.3131 7.6274
H 0.9769 -2.2652 -3.0960
H 2.4590 -2.7780 0.1626
H -1.6797 -4.2212 -1.6250
H -3.2788 -2.3264 0.8588
H 8.4235 0.1949 0.6918
H -3.2716 -0.2247 -4.0622
H -2.3376 0.5215 4.3226
H 7.0944 -1.8270 1.1829
H -0.0629 -3.4982 0.1741
H -2.6636 -2.8818 3.8485
H -2.1476 2.5743 -3.6090
H -4.3267 0.7701 1.9408
H -3.8083 2.0135 -3.4494
H -2.1033 -1.5725 4.8833
H -3.0110 -1.6847 -2.7748
H -1.0829 -2.9412 -2.6621
H -4.4021 -0.6882 4.0620
H -0.8713 -2.3899 2.1833
H -1.8662 -3.3857 0.8690
H -2.5359 2.8694 4.5079
H 7.5463 2.4324 1.2458
H 5.0547 1.8035 5.2253
H 2.2432 2.3084 0.6646
H 0.7278 -4.0928 -1.2658
H 2.4440 -1.0142 0.0084
H -1.8351 3.1966 2.9472
H -3.9001 -2.9162 -1.9022
H -2.2004 3.0863 0.9801
H 0.8752 0.6004 7.6186
H -5.8018 -0.8397 3.0140
H -2.3085 0.7358 -5.1470
H -0.7951 1.1269 3.7487
H 1.4838 3.8952 0.5902
H 2.0487 0.2432 2.3790
H -1.0798 -2.9708 4.5995
H 1.7709 2.0432 -4.1755
*
```

Total energy: -8028.459746 a.u.
E_HOMO: -18.5 eV
Energy relative to the best compared isomer or geometry (same formula, charge and spin): 2.157 eV
Kohn-Sham gap: 7.2 eV
Lowest unoccupied orbital energy: -11.35 eV

> What is the formula in the first record?

C32H57N5OPSSi4TeTi

> The lowest total energy belongs to which entry?

C32H58AsGeN2S4Sc

> Which of these has the highest energy relative to the best compared isomer or geometry (same formula, charge and spin)?

C32H58AsGeN2S4Sc